Record 1
Here is one molecule with the formula C24H35INO3PS from the Open Molecules 2025 dataset. Energies are from the ωB97M-V functional and the def2-TZVPD basis.

Calculated values
- Structure (SMILES): CC[C@H](C)c1c(I)c([PH2]=N)cc2c1C(=O)C(S)=C(CCCCCCCCCOC)C2=O
- F_max: 0.7 eV/A
- Orbital gap: 7.388 eV

```
! wB97M-V def2-TZVPD RIJCOSX def2/J DEFGRID3
* xyz 0 1
C 5.01 -4.45 0.92
C 4.72 -2.99 1.30
C 5.30 -1.94 0.32
C 6.10 -0.82 1.02
C 4.27 -1.40 -0.65
C 4.28 -1.73 -2.02
I 5.76 -3.00 -2.82
C 3.34 -1.23 -2.93
P 3.27 -1.70 -4.68
N 2.80 -3.13 -5.07
C 2.38 -0.34 -2.48
C 2.36 0.05 -1.15
C 3.27 -0.49 -0.24
C 3.09 -0.01 1.16
O 3.34 -0.69 2.13
C 2.51 1.36 1.34
S 2.95 2.11 2.89
C 1.64 1.88 0.46
C 0.94 3.20 0.62
C -0.37 3.12 1.43
C -1.60 2.63 0.66
C -2.91 3.31 1.10
C -4.00 3.22 0.04
C -4.46 1.78 -0.27
C -5.94 1.53 0.05
C -6.45 0.19 -0.49
C -6.35 -0.96 0.50
O -7.64 -1.26 1.01
C -7.76 -2.54 1.59
C 1.33 1.05 -0.74
O 0.32 1.21 -1.38
H 5.39 -4.54 -0.10
H 4.11 -5.06 0.98
H 5.74 -4.90 1.59
H 3.65 -2.84 1.44
H 5.16 -2.79 2.28
H 6.04 -2.47 -0.28
H 6.27 0.02 0.34
H 5.63 -0.47 1.93
H 7.09 -1.21 1.28
H 4.54 -1.35 -5.16
H 2.47 -0.66 -5.18
H 2.55 -3.71 -4.27
H 1.64 0.07 -3.16
H 3.41 3.25 2.36
H 1.62 3.87 1.14
H 0.75 3.62 -0.37
H -0.57 4.13 1.79
H -0.19 2.50 2.31
H -1.45 2.80 -0.41
H -1.68 1.55 0.77
H -3.27 2.83 2.02
H -2.69 4.36 1.31
H -3.61 3.69 -0.87
H -4.87 3.81 0.36
H -3.86 1.07 0.30
H -4.29 1.54 -1.32
H -6.06 1.53 1.14
H -6.54 2.36 -0.35
H -7.51 0.29 -0.73
H -5.94 -0.07 -1.42
H -5.92 -1.86 0.03
H -5.70 -0.68 1.34
H -8.47 -2.48 2.41
H -8.10 -3.27 0.86
H -6.80 -2.88 2.00
*
```


Record 2
Here is C24H35KN7O8S as an isolated structure at a distorted geometry from the Open Molecules 2025 dataset. Energies are from the ωB97M-V functional and the def2-TZVPD basis.

Calculated values
- Energy relative to the best compared isomer or geometry (same formula, charge and spin): 78.67 kJ/mol
- F_max: 1.0 eV/A
- Orbital gap: 7.642 eV

```
! wB97M-V def2-TZVPD RIJCOSX def2/J DEFGRID3
* xyz -1 1
K -0.63 0.33 -0.04
C 0.57 3.92 2.89
N 1.43 2.81 2.51
C 2.55 3.17 1.66
C 0.88 1.59 2.29
O 1.43 0.70 1.65
C -0.47 1.33 2.96
O -1.09 0.12 2.61
C -0.38 -1.10 2.82
C -1.35 -2.14 3.37
O -1.61 -3.14 2.72
N -1.90 -1.91 4.59
C -2.91 -2.82 5.09
C -1.71 -0.68 5.34
H 1.20 4.79 3.08
H 0.04 3.71 3.82
H -0.15 4.16 2.09
H 2.19 3.61 0.73
H 3.14 2.28 1.44
H 3.18 3.89 2.19
H -1.18 2.11 2.70
H -0.26 1.39 4.04
H 0.47 -0.93 3.49
H 0.03 -1.52 1.89
H -2.98 -3.67 4.41
H -3.89 -2.33 5.14
H -2.65 -3.17 6.09
H -0.65 -0.41 5.38
H -2.05 -0.85 6.36
H -2.27 0.15 4.91
N 3.89 0.22 -6.12
C 2.95 -0.28 -5.20
C 2.43 0.55 -4.20
C 1.48 0.07 -3.32
C 1.03 -1.24 -3.42
C 1.54 -2.06 -4.40
C 2.49 -1.59 -5.29
S -0.21 -1.82 -2.27
O -1.14 -0.69 -2.20
O -0.73 -3.06 -2.79
N 0.46 -1.93 -0.83
C 1.52 -2.77 -0.69
N 2.01 -3.47 -1.73
C 3.06 -4.24 -1.48
C 3.63 -4.36 -0.23
C 3.02 -3.63 0.78
N 1.99 -2.84 0.58
H 4.42 0.99 -5.75
H 4.50 -0.49 -6.49
H 2.75 1.58 -4.12
H 1.08 0.75 -2.58
H 1.20 -3.09 -4.46
H 2.88 -2.24 -6.06
H 3.46 -4.79 -2.33
H 4.49 -5.00 -0.05
H 3.40 -3.68 1.80
C -3.12 2.78 -1.82
C -1.69 3.31 -1.87
C -1.64 4.67 -2.54
O -0.89 2.44 -2.68
C -1.16 3.47 -0.40
O -1.69 4.37 0.28
O -0.28 2.66 -0.02
H -3.51 2.69 -2.83
H -3.75 3.45 -1.24
H -3.17 1.80 -1.35
H -2.10 4.63 -3.53
H -0.60 4.99 -2.67
H -2.16 5.41 -1.93
H -1.10 1.51 -2.52
C -3.20 -2.88 -0.19
C -3.50 -1.51 0.23
N -3.64 -0.42 0.56
H -2.60 -2.85 -1.09
H -4.14 -3.40 -0.38
H -2.65 -3.37 0.61
*
```


LUMO energy across the listed records, respectively: -1.464 2.249 eV.